(1)
Molecular formula: H5N3S
Method: DFT, ωB97M-V/def2-TZVPD

Atoms and positions in Å:
N  -0.622  -0.942  1.419
N  1.042  0.155  -1.697
N  -0.054  -0.123  0.439
S  0.877  -0.860  -0.533
H  0.083  -1.501  1.835
H  -1.305  -0.562  2.066
H  -0.833  2.312  -0.605
H  1.689  -0.151  -2.511
H  -0.876  1.673  -0.412

Orbital gap (spin up / spin down)   7.6 / 8.1 eV
E_tot   -565.23718 Eh
Relative energy (zero: lowest compared OMol25 entry of this formula, charge and spin)   2.239 eV
Spin multiplicity   3
Charge   0

Löwdin population analysis, charges in e, atoms 1 to 5:
1. N -0.015
2. N -0.366
3. N -0.484
4. S 0.694
5. H 0.045


(2)
Molecular formula: C29H80N9O4P4
Method: DFT, ωB97M-V/def2-TZVPD

Atoms and positions in Å:
C  -4.503  -2.565  2.921
O  -4.683  -3.673  2.056
C  -3.771  -3.692  0.980
C  -3.620  -5.117  0.473
C  -2.289  -5.388  -0.237
C  -1.960  -4.430  -1.401
C  -0.447  -4.281  -1.614
C  0.269  -3.252  -0.722
C  -0.517  -1.971  -0.432
C  -0.755  -1.140  -1.711
C  -0.571  0.371  -1.497
C  0.837  0.850  -1.965
P  1.986  1.052  -0.600
H  -4.141  -1.685  2.377
H  -5.442  -2.297  3.398
H  -3.764  -2.813  3.690
H  -4.158  -3.044  0.178
H  -2.803  -3.284  1.304
H  -4.461  -5.407  -0.162
H  -3.664  -5.762  1.354
H  -1.469  -5.451  0.483
H  -2.388  -6.383  -0.681
H  -2.473  -3.472  -1.308
H  -2.350  -4.894  -2.311
H  -0.231  -4.109  -2.671
H  -0.014  -5.260  -1.383
H  0.607  -3.692  0.219
H  1.182  -2.941  -1.246
H  -1.472  -2.180  0.048
H  0.070  -1.388  0.293
H  -1.782  -1.287  -2.046
H  -0.053  -1.473  -2.477
H  -1.298  0.950  -2.063
H  -0.723  0.593  -0.437
H  0.742  1.815  -2.461
H  1.251  0.117  -2.659
H  2.778  2.194  -0.729
H  2.856  -0.034  -0.515
H  1.331  1.179  0.624
O  -5.424  -0.351  5.215
P  -5.663  0.652  6.266
N  -4.326  1.702  6.274
C  -3.778  2.503  7.353
C  -3.904  2.187  4.971
N  -5.713  -0.266  7.726
C  -4.786  -0.174  8.847
C  -6.102  -1.658  7.511
N  -6.989  1.600  6.556
C  -7.631  2.206  5.392
C  -7.206  2.333  7.780
H  -4.032  3.566  7.248
H  -2.686  2.424  7.349
H  -4.117  2.195  8.331
H  -4.517  3.026  4.615
H  -3.957  1.389  4.231
H  -2.866  2.526  5.019
H  -3.933  0.461  8.652
H  -4.372  -1.158  9.081
H  -5.283  0.181  9.758
H  -5.254  -2.282  7.209
H  -6.869  -1.738  6.744
H  -6.522  -2.054  8.438
H  -7.184  3.171  5.121
H  -8.693  2.365  5.588
H  -7.557  1.544  4.528
H  -6.849  3.367  7.695
H  -6.718  1.863  8.630
H  -8.276  2.364  7.998
O  0.140  -0.140  -4.775
P  -0.123  -0.374  -6.216
N  -0.978  -1.829  -6.349
C  -1.058  -2.784  -7.442
C  -2.079  -1.959  -5.412
N  1.450  -0.534  -6.903
C  1.995  -1.726  -7.547
C  2.491  0.139  -6.137
N  -0.757  0.649  -7.347
C  -1.914  1.446  -6.940
C  -0.687  0.422  -8.773
H  -2.009  -2.710  -7.983
H  -0.984  -3.800  -7.042
H  -0.269  -2.667  -8.172
H  -2.992  -1.433  -5.723
H  -1.789  -1.561  -4.441
H  -2.353  -3.004  -5.250
H  1.359  -2.594  -7.452
H  2.947  -2.005  -7.090
H  2.197  -1.554  -8.611
H  2.854  -0.476  -5.303
H  2.131  1.083  -5.732
H  3.329  0.366  -6.799
H  -2.863  0.918  -7.100
H  -1.945  2.380  -7.503
H  -1.846  1.706  -5.883
H  -1.592  -0.077  -9.139
H  0.179  -0.173  -9.051
H  -0.599  1.381  -9.287
O  6.464  3.140  2.463
P  7.092  3.034  1.137
N  7.061  1.382  0.714
C  7.925  0.624  -0.175
C  5.799  0.718  0.949
N  8.703  3.574  1.357
C  9.919  2.783  1.193
C  8.849  4.490  2.489
N  6.772  3.855  -0.274
C  5.374  4.097  -0.594
C  7.632  3.825  -1.434
H  7.440  0.406  -1.137
H  8.179  -0.333  0.291
H  8.854  1.127  -0.399
H  5.069  0.921  0.142
H  5.361  1.044  1.892
H  5.935  -0.364  1.019
H  9.732  1.731  1.031
H  10.531  2.837  2.095
H  10.538  3.159  0.370
H  8.952  3.957  3.439
H  7.993  5.157  2.568
H  9.734  5.108  2.328
H  4.922  3.260  -1.155
H  5.271  5.000  -1.198
H  4.797  4.251  0.320
H  7.312  3.058  -2.151
H  8.669  3.643  -1.167
H  7.593  4.794  -1.938

Orbital gap   6.7 eV
E_tot   -3311.87551 Eh
Charge   +1

Löwdin population analysis, charges in e, atoms 1 to 5:
1. C -0.109
2. O -0.185
3. C -0.266
4. C -0.170
5. C -0.197


(3)
Molecular formula: C2H2N2O2S
Method: DFT, ωB97M-V/def2-TZVPD

Atoms and positions in Å:
C  0.634  -0.432  -1.141
C  -0.295  0.252  0.672
H  1.027  -1.587  -2.582
H  1.760  0.908  0.081
N  -0.233  -1.337  -0.796
N  0.774  0.508  -0.286
O  1.505  -0.660  -2.217
O  -0.933  -0.849  0.279
S  -0.824  1.227  1.775

Orbital gap   9.2 eV
E_tot   -735.50295 Eh
Relative energy (zero: lowest compared OMol25 entry of this formula, charge and spin)   2.295 eV
SMILES   Oc1noc(=S)[nH]1
Charge   0

Löwdin population analysis, charges in e, atoms 1 to 5:
1. C -0.519
2. C -0.931
3. H 0.215
4. H 0.250
5. N 0.098


(4)
Molecular formula: C3H4NdO3
Method: DFT, ωB97M-V/def2-TZVPD

Atoms and positions in Å:
O  0.096  -0.849  1.403
C  0.934  0.105  1.157
O  1.582  0.737  1.979
C  -1.175  1.172  -1.783
C  -0.209  1.797  -0.894
O  0.920  0.466  -0.167
Nd  -0.982  -1.037  -0.498
H  -2.199  1.561  -1.702
H  -0.855  1.054  -2.826
H  -0.100  2.350  0.048
H  0.113  2.687  -1.442

Orbital gap (spin up / spin down)   7.4 / 7.7 eV
E_tot   -903.46636 Eh
Relative energy (zero: lowest compared OMol25 entry of this formula, charge and spin)   2.166 eV
Spin multiplicity   4
Charge   +1

Löwdin population analysis, charges in e, atoms 1 to 5:
1. O -0.217
2. C -0.801
3. O 0.142
4. C -0.312
5. C -0.084


(5)
Molecular formula: C4H6N2O
Method: DFT, ωB97M-V/def2-TZVPD

Atoms and positions in Å:
N  1.591  -1.106  -1.210
C  1.103  -0.215  -0.469
O  1.679  0.841  0.202
C  0.395  1.255  0.770
C  -0.258  0.081  0.077
C  -1.617  -0.235  -0.388
N  -1.081  -0.844  0.826
H  2.602  -1.019  -1.309
H  0.351  1.119  1.856
H  0.132  2.274  0.471
H  -1.731  -0.853  -1.276
H  -2.400  0.501  -0.219
H  -0.766  -1.798  0.668

Orbital gap   11.0 eV
E_tot   -340.69707 Eh
Relative energy (zero: lowest compared OMol25 entry of this formula, charge and spin)   2.662 eV
Charge   0

Löwdin population analysis, charges in e, atoms 1 to 5:
1. N 0.171
2. C -0.390
3. O 0.015
4. C -0.052
5. C -0.384


(6)
Molecular formula: C2H5PS
Method: DFT, ωB97M-V/def2-TZVPD

Atoms and positions in Å:
C  1.685  0.454  0.471
C  -1.776  -0.812  -0.068
P  2.260  1.630  -0.541
S  -0.991  0.797  -0.023
H  0.839  0.050  1.053
H  -2.567  -0.797  0.662
H  -0.839  -1.491  0.050
H  -2.237  -0.807  -1.061
H  3.627  0.976  -0.542

Orbital gap (spin up / spin down)   8.2 / 7.0 eV
E_tot   -818.54608 Eh
Relative energy (zero: lowest compared OMol25 entry of this formula, charge and spin)   4.131 eV
Charge   0

Löwdin population analysis, charges in e, atoms 1 to 5:
1. C -0.489
2. C -0.532
3. P 0.660
4. S 0.507
5. H -0.114